Entry 1:
102
Properties=species:S:1:pos:R:3:forces:R:3 method="wB97M-V/def2-TZVPD" total_charge=+1 orbital_gap_ev="6.58 / 4.72" homo_ev="-10.1 / -10.8" spin_multiplicity=3
Tc -0.19190 -0.68963 -0.40293 2.441 1.757 -0.827
N -1.25025 3.55691 -4.02556 4.553 -0.456 2.240
C -1.16748 2.19961 -3.20848 0.689 1.066 0.978
C -2.28726 2.41202 -2.19552 -0.472 -0.151 0.434
C -2.56998 1.16399 -1.39158 -0.837 -1.935 1.097
N -1.61116 0.83094 -0.27474 -0.634 0.435 -0.083
C -2.79483 -0.12424 -2.28980 -0.407 2.536 -0.025
C -1.63245 -0.30277 -3.27218 0.328 0.335 0.360
N -0.37671 -0.68168 -2.55301 -0.167 0.805 0.100
C -1.39555 1.04456 -4.10187 -1.505 -1.605 -1.197
H -1.24998 4.24110 -3.24968 -0.548 0.098 -0.760
H -2.01360 3.64220 -4.63694 -1.402 0.086 -0.987
H -0.32023 3.72610 -4.49619 -1.374 -0.242 0.030
H -0.11854 2.11454 -2.71320 -1.656 0.648 -0.862
H -3.27162 2.58195 -2.75494 1.295 0.225 0.666
H -2.05762 3.24872 -1.46776 -0.376 -0.639 -0.920
H -3.53746 1.31310 -0.87617 0.615 0.134 -0.408
H -2.18818 0.45471 0.48885 -0.034 0.377 -0.110
H -1.08211 1.63535 0.16378 -0.379 -0.396 -0.305
H -3.76454 0.11872 -2.80502 0.866 -0.603 0.088
H -2.96338 -0.97525 -1.63536 0.125 -0.127 -0.135
H -1.92085 -1.11788 -3.94017 0.326 0.230 -0.285
H 0.45691 -0.03874 -2.83487 -0.927 -1.190 0.475
H -0.02395 -1.61711 -2.77507 0.066 -0.090 -0.452
H -2.38292 1.21724 -4.63666 1.013 -0.182 0.333
H -0.60140 0.94608 -4.88232 -0.499 -0.146 0.710
C 3.03645 -4.72067 -2.61466 -0.034 -0.605 0.261
N 2.87770 -3.73070 -1.54013 -0.755 -0.367 0.968
C 3.45629 -3.98645 -0.32889 -0.858 2.039 1.220
C 3.21130 -3.19046 0.74829 -0.608 0.865 -0.471
C 2.36164 -1.99633 0.63421 0.291 0.787 0.137
O 2.30439 -1.02877 1.42906 0.371 -2.331 -1.276
N 1.62199 -1.94683 -0.54976 -1.483 0.703 0.142
C 1.84148 -2.74437 -1.61444 2.402 -0.836 -1.818
O 1.41632 -2.62175 -2.77497 -1.116 0.373 0.975
H 4.08982 -4.90955 -2.72257 0.589 -0.198 0.190
H 2.76571 -4.27617 -3.56807 -0.572 -0.231 0.211
H 2.55393 -5.73097 -2.38097 0.236 1.565 -0.419
H 4.17829 -4.74395 -0.22861 0.615 -1.101 -0.289
H 3.64240 -3.25976 1.71389 0.726 -0.610 0.492
O -0.26553 -0.29302 1.75323 -0.723 1.632 2.732
C -0.47689 0.18275 2.95028 1.148 -1.456 -1.202
C 0.50305 -0.26647 4.04662 0.597 1.483 -1.042
C 0.81510 0.80347 5.15290 1.651 -0.899 -0.366
C -0.13307 0.87279 6.33091 -0.812 1.070 0.000
C -1.48308 1.48868 5.86244 -0.522 -0.113 0.165
C -2.12502 0.80684 4.64294 0.034 -1.093 1.082
N -1.46287 0.98136 3.35049 -0.574 0.053 -1.627
H 1.39912 -0.52363 3.43821 -0.419 0.077 0.713
H 0.12528 -1.15147 4.48177 -0.434 -1.276 0.511
H 0.83171 1.75783 4.60613 0.313 -0.014 0.491
H 1.85576 0.55841 5.57180 -1.302 0.498 -0.849
H 0.23780 1.56472 7.10370 0.241 -0.172 -0.332
H -0.18386 -0.09200 6.86099 -0.467 0.112 -0.463
H -1.40519 2.58624 5.66622 0.385 -0.804 -0.085
H -2.25074 1.45957 6.65162 0.303 -0.254 -0.032
H -3.15939 1.11264 4.52787 0.249 0.432 -0.151
H -2.25096 -0.30078 4.81352 0.431 0.864 0.131
H -2.08441 1.43098 2.65615 0.608 -0.473 0.336
Cl -2.54541 -2.18949 2.76532 0.331 0.566 0.007
C -2.78998 -3.15868 1.41598 -0.370 -0.762 0.205
C -3.84073 -4.05566 1.48849 -0.259 1.128 0.755
C -4.07653 -4.93676 0.48358 0.573 -0.998 -1.031
C -3.10075 -5.19818 -0.55592 0.113 0.837 1.734
C -2.04445 -4.32656 -0.62597 -0.477 -1.131 -0.455
Cl -0.79428 -4.58384 -1.77297 0.000 0.186 0.029
C -1.95228 -3.17466 0.24243 2.032 3.663 -1.323
N -1.21888 -2.07426 -0.14267 -4.111 -5.506 1.567
H -4.50703 -3.99073 2.35831 0.267 -0.058 -0.504
H -4.97587 -5.50558 0.57001 -0.280 -0.602 -0.243
H -3.10251 -6.16063 -1.04889 -0.159 0.338 -0.530
F -4.05775 0.29107 1.38207 -0.342 1.009 -0.102
As -4.97009 1.80806 1.79087 -0.610 -0.581 2.002
F -4.83689 1.29591 3.54056 -0.528 0.574 -2.069
F -3.35291 2.58828 2.03733 -1.182 -0.354 -0.630
F -5.81808 3.28350 2.24704 0.892 -1.346 -0.500
F -4.96843 2.28040 0.09408 0.032 -0.180 0.845
F -6.47327 0.88818 1.60115 1.424 0.972 0.087
C 5.18872 0.05134 0.07119 1.027 1.622 1.498
C 4.71412 0.39808 -1.32875 0.545 -1.378 -1.516
C 3.58007 1.55849 -1.44423 0.583 -0.753 0.053
C 3.93500 2.34871 -2.72042 0.193 -0.682 -0.607
C 3.10144 3.58398 -2.96572 0.081 1.490 1.120
C 3.65577 2.48870 -0.21546 1.091 0.779 1.398
O 4.62243 3.22845 -0.01668 -2.739 -1.675 -0.350
N 2.52196 2.42074 0.74731 1.732 1.328 -2.008
C 1.32407 1.87754 0.35490 -2.003 1.151 2.512
O 0.26688 2.32549 0.92919 2.671 -1.006 -1.714
N 1.31810 0.85549 -0.53662 -0.424 0.344 -1.686
C 2.17722 0.92217 -1.60863 0.102 0.042 -0.954
O 1.83339 0.52122 -2.75592 1.423 0.960 1.878
H 5.74738 -0.87706 0.24431 -0.005 0.150 -0.852
H 4.32573 -0.07258 0.70220 -0.493 0.046 0.406
H 5.81706 0.87888 0.56685 -0.902 -1.082 -0.899
H 4.36249 -0.58635 -1.76824 -0.424 1.193 0.351
H 5.57399 0.59836 -2.06755 -1.204 0.362 1.321
H 3.85728 1.63210 -3.56713 -0.005 0.431 0.529
H 4.98752 2.63481 -2.68075 -0.130 -0.045 0.299
H 2.24868 3.47122 -3.60135 -0.428 -0.452 -0.836
H 3.72700 4.42062 -3.35639 -0.587 -0.599 0.248
H 2.63800 3.94268 -2.01373 0.555 0.013 -0.453
H 2.37433 3.30384 1.25799 0.380 -0.686 -0.068

=====

Entry 2:
85
Properties=species:S:1:pos:R:3:forces:R:3 method="wB97M-V/def2-TZVPD" de_lowest_kcal_mol=54.7 total_charge=+2 orbital_gap_ev="6.12 / 6.12" homo_ev="-11.9 / -11.9"
N -3.18293 5.87273 -2.98792 -0.261 0.623 -0.467
C -2.95558 5.79818 -1.68370 0.497 -0.929 0.034
C -2.34424 4.67680 -1.11366 -0.097 -0.091 -0.592
C -1.97422 3.59372 -1.95218 -0.186 0.098 -0.107
C -2.18360 3.71866 -3.32717 -0.324 0.685 -0.655
C -2.80546 4.89416 -3.80192 0.638 -0.762 0.730
C -1.51401 2.33197 -1.35567 -1.395 -1.027 -0.863
Ca 0.52032 2.34166 -0.50200 1.209 0.194 2.339
P 3.20237 1.94527 -0.27079 3.680 0.107 0.924
C -0.83645 1.26311 -1.95712 -3.555 -2.089 -0.605
C -0.61068 -0.06653 -1.38652 -0.352 2.399 -1.266
C 0.05510 -1.02451 -2.21304 1.074 -0.570 -0.142
C 0.56670 -2.19032 -1.74102 0.349 0.989 -0.341
C 0.25122 -2.67624 -0.35154 -2.056 0.293 -1.371
C -0.52511 -1.66314 0.45116 0.109 0.938 0.422
C -0.90878 -0.44700 -0.05025 0.301 -0.754 0.935
Br 1.81837 -3.26980 0.53418 0.951 -0.361 0.716
H -1.95650 2.17042 -0.35801 0.476 -0.053 -0.482
H -0.61026 1.31278 -3.02453 0.265 0.285 0.167
H -2.20402 4.63666 -0.03763 0.044 -0.104 -0.067
H -1.93781 2.92290 -4.04923 -0.148 0.395 0.557
H -3.26868 6.63761 -1.06557 0.013 -0.115 -0.157
H -2.99510 5.02261 -4.86625 -0.052 0.023 0.213
H 0.24292 -0.72322 -3.25428 0.153 -0.241 0.461
H -1.43305 0.27175 0.59675 0.146 -0.517 -0.149
H 1.30834 -2.74521 -2.32984 -0.632 0.017 0.205
H -0.68671 -1.91817 1.50988 -0.076 0.195 -0.587
P -0.94059 -4.12547 -0.66758 0.756 0.608 0.379
C 2.42598 3.79344 0.18972 -0.490 -1.249 -0.941
C 3.35811 4.83912 0.83015 0.230 -0.193 -0.469
H 1.52886 3.67956 0.83042 0.419 0.590 0.160
H 2.09437 4.14583 -0.81745 0.216 0.130 0.466
H 2.80700 5.79008 0.79049 0.161 -0.215 0.017
H 3.55064 4.62160 1.87890 0.045 -0.164 -0.047
H 4.32486 4.99178 0.30585 -0.708 -0.356 0.201
C 2.60038 0.54647 -1.39861 -1.637 0.562 -0.551
C 3.74157 -0.38531 -1.88374 0.360 0.381 0.275
H 2.10738 0.99556 -2.27861 0.086 -0.310 -0.035
H 1.85593 -0.08816 -0.87349 0.330 0.509 -0.312
H 3.47449 -0.82259 -2.85936 0.022 0.232 0.388
H 4.67823 0.17862 -1.99515 -0.225 -0.235 -0.052
H 3.91451 -1.21613 -1.17899 -0.112 0.448 -0.181
C 3.26024 0.84150 1.22207 -0.352 0.218 0.638
C 4.66044 0.33803 1.62986 -0.062 0.002 0.035
H 2.63754 -0.05072 1.01217 0.041 0.487 0.204
H 2.82167 1.35349 2.08834 0.199 -0.189 -0.222
H 4.62633 0.08095 2.69842 0.078 0.004 -0.320
H 4.91063 -0.57543 1.06736 0.154 0.450 0.149
H 5.43546 1.10439 1.49290 -0.197 -0.311 -0.037
C -1.42044 -4.73944 0.95909 -0.096 -0.086 0.210
C -2.19912 -6.05888 0.94519 -0.129 -0.140 0.071
H -1.99992 -3.94675 1.45809 0.165 -0.176 -0.228
H -0.48144 -4.85131 1.52335 -0.201 0.027 -0.156
H -3.14617 -5.98102 0.39217 0.292 -0.030 0.117
H -1.59900 -6.86903 0.51312 -0.214 0.156 0.110
H -2.43963 -6.33622 1.97925 0.043 0.013 -0.300
C 0.02381 -5.34440 -1.60220 -0.123 -0.290 0.203
C -0.04527 -5.18993 -3.12179 -0.006 -0.046 -0.302
H -0.30707 -6.34802 -1.28994 0.104 0.299 -0.133
H 1.05414 -5.22492 -1.23624 -0.242 -0.070 -0.050
H -1.02666 -5.49553 -3.50662 0.296 0.083 0.029
H 0.15588 -4.15952 -3.44097 -0.140 -0.348 0.038
H 0.72010 -5.83110 -3.57752 -0.277 0.120 0.079
C -2.32265 -3.41543 -1.61552 -0.034 -0.036 -0.343
C -3.53816 -2.93237 -0.81745 -0.129 0.036 0.158
H -2.61856 -4.15493 -2.37688 0.104 0.123 0.303
H -1.89187 -2.56508 -2.16982 -0.080 -0.412 0.127
H -3.30774 -2.00793 -0.26930 -0.071 -0.374 -0.098
H -4.34641 -2.70434 -1.52630 0.204 -0.111 0.270
H -3.89827 -3.69314 -0.11112 0.000 0.261 -0.215
N 0.87784 0.36869 5.57830 -0.171 0.025 -0.387
C 1.07249 1.10397 4.45597 1.228 -0.179 0.596
O 2.20072 1.40994 4.05261 -1.502 -0.227 0.404
C -0.16198 1.56995 3.75985 -0.136 0.775 -0.463
C -1.44364 1.64685 4.32928 0.349 -0.040 -0.414
C -2.43940 2.31708 3.61587 0.173 0.047 -0.209
C -2.17561 2.72842 2.30505 0.444 -0.415 0.138
N -0.97516 2.54139 1.69922 0.464 0.849 1.239
C 0.03464 2.12501 2.49225 -0.852 -0.245 -0.232
H 1.69884 0.03951 6.05773 0.025 -0.047 0.089
H -0.02202 -0.01689 5.83624 0.400 0.164 -0.058
H -1.63006 1.22144 5.31898 -0.072 0.366 -0.319
H -3.40852 2.54941 4.05999 0.292 -0.223 -0.150
H -2.94683 3.25207 1.74591 0.101 -0.270 -0.148
H 1.04689 2.26898 2.08837 -0.299 -0.601 0.422